# 1
22
Properties=species:S:1:pos:R:3:lowdin_charge:R:1 method="wB97M-V/def2-TZVPD" de_lowest_ev=4.449 homo_energy_ev=-3.0 total_charge=-1 max_force_ev_per_a=3.1 homo_lumo_gap_ev=6.6
C 0.308 1.764 -1.396 -0.14
C 2.255 1.512 -2.985 -0.06
C 0.684 0.564 -0.887 -0.06
C 2.676 0.294 -2.621 -0.24
C 1.235 2.430 -2.310 -0.47
C -1.416 -0.598 -0.457 -0.06
C -0.231 0.649 1.487 -0.07
C 0.773 -1.429 0.482 -0.12
C -0.065 -0.198 0.165 -0.65
O 3.120 -0.794 -2.629 0.08
O 1.371 3.633 -2.499 -0.02
H -0.583 2.373 -1.143 0.09
H 2.960 1.987 -3.578 0.06
H -2.350 -0.112 0.000 0.10
H -1.328 -0.375 -1.457 0.03
H -1.436 -1.733 -0.407 0.08
H 0.692 0.815 1.993 0.04
H -0.887 0.048 2.215 0.09
H -0.608 1.678 1.033 0.10
H 1.626 -1.175 1.128 0.07
H 1.341 -1.859 -0.416 0.08
H 0.178 -2.365 0.792 0.08



# 2
143
Properties=species:S:1:pos:R:3:mulliken_spin:R:1 method="wB97M-V/def2-TZVPD" de_lowest_ev=0.000 homo_energy_ev="-10.0 / -10.0" total_charge=+1 max_force_ev_per_a=3.2 s2=0.755 homo_lumo_gap_ev="7.3 / 1.8" spin_multiplicity=2
C 0.213 1.292 3.573 0.00
C 0.238 0.098 2.673 0.00
C 0.637 0.407 1.251 0.00
O 0.980 -0.785 0.546 0.00
C 1.681 -0.583 -0.633 0.00
N 1.278 -0.790 3.230 0.00
H 1.170 1.777 3.765 0.00
H -0.109 1.040 4.583 0.00
H -0.454 2.030 3.127 0.00
H -0.733 -0.393 2.615 0.00
H 1.448 1.131 1.181 0.00
H -0.233 0.862 0.778 0.00
H 2.524 0.075 -0.425 0.00
H 1.021 -0.125 -1.371 0.00
H 1.917 -1.556 -1.063 0.00
H 2.078 -0.239 3.504 0.00
H 1.596 -1.411 2.500 0.00
C -4.801 0.787 9.329 0.00
C -3.641 1.403 8.574 0.00
C -3.656 1.110 7.012 0.00
O -3.988 -0.249 6.756 0.00
C -3.479 -0.649 5.499 0.00
N -3.508 2.784 8.926 0.00
H -4.737 -0.293 9.203 0.00
H -5.720 1.116 8.843 0.00
H -4.763 1.030 10.391 0.00
H -2.750 0.829 8.825 0.00
H -2.761 1.510 6.534 0.00
H -4.457 1.723 6.597 0.00
H -2.398 -0.522 5.434 0.00
H -4.003 -0.118 4.704 0.00
H -3.655 -1.715 5.359 0.00
H -3.647 2.778 9.926 0.00
H -4.141 3.399 8.434 0.00
C 3.411 -4.294 2.500 0.00
C 3.778 -3.704 1.130 0.00
C 4.599 -2.398 1.245 0.00
O 3.886 -1.432 1.995 0.00
C 4.273 -0.066 2.046 0.00
N 4.527 -4.720 0.424 0.00
H 2.733 -5.124 2.302 0.00
H 2.992 -3.518 3.141 0.00
H 4.316 -4.730 2.924 0.00
H 2.864 -3.406 0.616 0.00
H 4.862 -1.943 0.290 0.00
H 5.626 -2.550 1.578 0.00
H 5.226 0.109 2.547 0.00
H 3.486 0.471 2.575 0.00
H 4.344 0.376 1.052 0.00
H 3.919 -5.511 0.268 0.00
H 4.963 -4.498 -0.459 0.00
C -0.896 -3.523 -1.841 0.00
C -0.892 -4.539 -0.741 0.00
C -0.815 -3.937 0.652 0.00
O -0.576 -4.963 1.630 0.00
C -0.459 -4.434 2.943 0.00
N -2.062 -5.416 -0.895 0.00
H -1.159 -3.975 -2.798 0.00
H 0.090 -3.060 -1.862 0.00
H -1.561 -2.711 -1.547 0.00
H -0.050 -5.231 -0.767 0.00
H -1.740 -3.432 0.930 0.00
H -0.025 -3.186 0.646 0.00
H 0.403 -3.788 3.107 0.00
H -0.258 -5.343 3.510 0.00
H -1.355 -3.967 3.354 0.00
H -2.134 -6.028 -0.095 0.00
H -1.893 -5.998 -1.703 0.00
C -5.264 -1.577 0.164 0.00
C -4.510 -1.037 1.319 0.00
C -5.134 0.302 1.753 0.00
O -5.023 1.380 0.812 0.00
C -3.641 1.628 0.424 0.00
N -4.534 -2.128 2.286 0.00
H -4.934 -2.571 -0.138 0.00
H -5.132 -0.924 -0.699 0.00
H -6.329 -1.570 0.395 0.00
H -3.484 -0.930 0.968 0.00
H -4.567 0.593 2.637 0.00
H -6.150 0.094 2.088 0.00
H -3.683 2.591 -0.085 0.00
H -3.308 0.937 -0.350 0.00
H -2.931 1.774 1.238 0.00
H -5.478 -2.460 2.425 0.00
H -4.153 -2.893 1.748 0.00
C 4.597 1.780 -1.768 0.02
C 3.461 1.664 -2.865 -0.01
O 3.257 0.379 -3.408 0.11
O 5.801 1.164 -2.222 0.01
H 4.385 1.268 -0.829 0.00
H 4.768 2.834 -1.547 0.00
H 3.839 2.302 -3.665 0.02
H 2.488 2.061 -2.575 -0.01
H 2.773 0.393 -4.237 -0.01
H 5.653 0.225 -2.351 0.00
C 5.159 2.509 -6.280 0.00
O 3.845 3.083 -6.321 0.01
C 2.814 2.324 -6.972 0.01
C 1.709 2.098 -5.899 0.02
N 1.517 0.733 -5.478 0.66
C 0.398 0.564 -4.554 0.06
C 0.264 -0.927 -4.151 0.02
O 0.292 -1.853 -5.259 0.01
C -0.892 -1.886 -6.033 0.00
H 5.781 3.197 -5.707 0.00
H 5.746 2.510 -7.199 0.00
H 5.191 1.571 -5.726 0.00
H 3.157 1.444 -7.515 0.00
H 2.242 2.855 -7.732 0.00
H 0.764 2.465 -6.299 0.06
H 1.948 2.701 -5.022 0.01
H 1.466 0.094 -6.259 -0.01
H -0.513 0.977 -4.988 0.02
H 0.488 1.170 -3.653 -0.01
H -0.683 -1.133 -3.653 0.00
H 1.089 -1.151 -3.474 0.00
H -1.839 -1.892 -5.493 0.00
H -0.978 -2.765 -6.672 0.00
H -0.844 -0.997 -6.661 0.00
C 2.897 3.451 0.761 0.00
O 2.045 3.567 -0.344 0.00
C 1.571 4.875 -0.758 0.00
C 0.722 4.747 -2.038 0.00
N -0.413 3.790 -1.996 0.01
C -1.160 3.712 -3.232 0.00
C -2.315 2.738 -3.232 0.00
O -1.981 1.439 -2.713 0.00
C -2.974 0.483 -3.055 0.00
H 3.273 2.428 0.801 0.00
H 2.370 3.645 1.695 0.00
H 3.797 4.055 0.646 0.00
H 2.425 5.507 -1.006 0.00
H 1.046 5.484 -0.023 0.00
H 1.381 4.507 -2.872 0.00
H 0.398 5.772 -2.214 0.00
H 0.031 2.897 -1.841 0.00
H -0.572 3.601 -4.143 0.00
H -1.615 4.697 -3.342 0.00
H -2.621 2.523 -4.256 0.00
H -3.168 3.160 -2.701 0.00
H -3.961 0.867 -2.799 0.00
H -2.769 -0.490 -2.609 0.00
H -2.862 0.297 -4.123 0.00



# 3
14
Properties=species:S:1:pos:R:3:lowdin_charge:R:1 method="wB97M-V/def2-TZVPD" de_lowest_ev=1.160 homo_energy_ev=-9.9 max_force_ev_per_a=1.2 homo_lumo_gap_ev=10.1
C 1.842 -0.333 0.319 -0.08
C 0.859 0.522 -0.508 -0.24
N -0.434 0.773 0.150 -0.02
C -1.511 -0.038 -0.238 -0.46
N -2.269 0.296 -1.197 0.19
C -1.671 -1.320 0.466 -0.14
N -1.749 -2.361 0.969 0.16
H 2.154 -1.238 -0.211 0.07
H 1.384 -0.667 1.257 0.07
H 2.743 0.233 0.577 0.07
H 0.647 0.050 -1.471 0.11
H 1.300 1.494 -0.743 0.10
H -0.327 0.793 1.155 0.11
H -2.983 -0.416 -1.355 0.07



# 4
10
Properties=species:S:1:pos:R:3:lowdin_charge:R:1 method="wB97M-V/def2-TZVPD" de_lowest_ev=3.255 homo_energy_ev=-10.0 max_force_ev_per_a=7.1 homo_lumo_gap_ev=7.4
C -1.771 0.748 -0.166 -0.11
C -0.234 -0.492 0.635 -0.28
C 1.709 -0.680 0.149 -0.21
C 0.203 0.356 -0.610 -0.24
H -2.800 1.106 -0.386 0.13
H 2.810 -0.998 0.396 0.15
N -1.626 -0.360 0.629 0.10
N 0.813 -1.039 1.216 0.17
N 1.611 0.107 -0.903 0.15
N -0.714 1.251 -0.959 0.14



# 5
15
Properties=species:S:1:pos:R:3:lowdin_charge:R:1 method="wB97M-V/def2-TZVPD" de_lowest_ev=1.623 homo_energy_ev=-9.9 max_force_ev_per_a=2.5 homo_lumo_gap_ev=10.6
C -0.463 0.242 -1.049 -0.20
C 1.013 0.013 -0.586 -0.21
C -0.951 -1.205 -0.811 -0.28
N -0.136 1.696 1.950 0.00
O 1.359 -2.811 0.448 -0.30
O -0.088 -2.044 -1.706 -0.20
P 0.650 -1.755 -0.289 0.68
H -0.749 1.110 -0.390 0.09
H -0.551 0.522 -2.136 0.13
H 1.831 0.132 -1.206 0.06
H 1.225 0.497 0.349 0.05
H -2.035 -1.380 -0.872 0.12
H -0.761 2.248 1.404 -0.01
H 0.068 2.020 2.950 0.06
H -0.411 0.713 1.944 0.01